Here is a molecular structure, C23H36MnP2 in a non-equilibrium geometry from the Open Molecules 2025 dataset. Energies are from ωB97M-V/def2-TZVPD.

Properties
LUMO energy (alpha / beta) ... -6.984 / -7.863 eV
Expectation value of S² ... 3.8882
Kohn-Sham gap (alpha / beta) ... 7.3 / 6.5 eV

```
! RIJCOSX wB97M-V def2-TZVPD def2/J DEFGRID3
* xyz 2 4
C -1.007 -1.478 -5.463
H -0.841 -4.403 -1.686
C 1.225 -0.915 -6.717
C 1.184 2.313 -2.608
H 0.572 5.098 -0.571
H 2.297 -0.915 -6.484
H -1.799 2.451 -2.420
C -1.375 3.286 -1.845
C -0.292 1.169 2.514
H -2.262 1.321 -7.061
H 0.970 0.199 -2.063
H -2.336 1.860 2.598
H -0.161 2.071 6.290
H 1.635 1.106 -7.376
H 1.974 -3.607 -2.957
H -1.239 4.151 -2.512
H -0.007 0.604 -7.757
C -0.044 1.411 -0.106
H 2.063 0.491 -3.451
H -1.554 -0.906 -7.512
H 0.950 -2.413 -5.086
C 0.765 0.548 -6.985
C -0.311 -1.942 -0.547
H -2.237 2.478 5.001
H 0.994 2.036 -5.354
C 0.872 1.142 4.657
H -2.045 3.542 -1.020
H 0.574 -1.463 -0.091
H 2.501 -2.002 -2.379
H -0.560 -2.884 -0.043
C -0.219 1.766 5.246
C 0.991 4.123 -0.265
C 1.809 -2.834 -2.196
C 0.833 0.807 3.301
C -2.165 0.726 -6.139
C 0.467 -1.551 -5.556
H -1.365 2.151 -4.622
H 1.995 -3.249 -1.196
C -1.085 1.292 -5.242
C 1.107 0.785 -2.983
C -0.824 -3.805 -2.614
P 0.197 2.792 -1.138
C 0.345 1.217 -5.673
H -2.901 -1.278 -6.449
P 0.057 -2.239 -2.306
H 0.845 2.943 -3.434
H 1.687 0.322 2.826
H -1.520 -2.291 -4.909
H 1.778 0.930 5.232
H 0.807 3.958 0.804
H -3.141 0.807 -5.629
C -1.374 2.006 4.525
H 2.071 4.110 -0.458
H -1.852 -3.587 -2.940
Mn -0.097 -0.112 -4.407
C -0.200 1.208 1.114
C -1.915 -0.777 -6.480
H -1.141 -1.228 -0.427
C -1.432 1.675 3.175
H -0.310 -4.370 -3.412
H 2.209 2.616 -2.341
H 1.135 -1.511 -7.643
*
```

Here are the Löwdin charges for atoms 1 to 4, given in e: C -0.179; H 0.059; C -0.136; C -0.309

Here is a molecular structure, C21H18FeN5OS3 in a non-equilibrium geometry from the Open Molecules 2025 dataset. Energies are from ωB97M-V/def2-TZVPD.

Properties
LUMO energy (alpha / beta) ... -0.318 / -0.552 eV
Expectation value of S² ... 8.7961
Kohn-Sham gap (alpha / beta) ... 5.5 / 6.0 eV

```
! RIJCOSX wB97M-V def2-TZVPD def2/J DEFGRID3
* xyz 0 6
S -0.213 1.100 -1.607
H 3.082 3.813 -0.478
N -0.060 -1.704 1.217
O 1.955 -0.434 -1.184
S 2.468 -0.394 1.543
C -0.681 -2.779 -0.811
H -3.551 4.112 3.087
C -3.061 2.754 1.475
C -0.009 -1.615 2.563
S 0.912 1.873 3.597
H -1.628 -4.419 -3.632
C -1.187 -3.655 -2.998
C -0.941 1.660 1.670
H 2.014 2.609 0.301
H 1.406 0.151 -3.907
H -1.751 -4.632 1.034
Fe 0.673 -0.434 -0.073
H -1.628 -4.419 3.486
N 1.862 0.853 -3.341
C -0.553 -2.557 -3.561
H 0.499 -0.736 -3.092
C 1.288 1.447 -2.205
H -1.751 -4.632 -1.180
C -0.686 2.310 2.866
C -0.009 -1.615 -2.709
N -0.018 0.843 1.245
H 3.739 1.066 -4.365
C -1.253 -3.770 1.463
C -0.681 -2.779 0.665
C -2.816 3.423 2.690
C 2.171 3.220 -0.594
H 0.499 -0.736 2.946
H -3.987 2.934 0.942
H 4.243 2.883 -2.439
C -1.253 -3.770 -1.609
C -0.553 -2.557 3.416
C -1.620 3.201 3.394
H -0.483 -2.437 -4.636
H -1.426 3.711 4.328
C 3.360 2.281 -2.585
H -2.294 1.342 0.019
C -2.113 1.860 0.953
C 3.112 1.378 -3.544
H 1.313 3.886 -0.720
N -0.060 -1.704 -1.363
C 1.070 0.808 2.135
N 2.267 2.353 -1.744
H -0.483 -2.437 4.490
C -1.187 -3.655 2.852
*
```

Here are the Löwdin charges for atoms 1 to 4, given in e: S 0.799; H 0.097; N -0.013; O -0.539

Here is 9 unconnected molecules or ions with the total composition C16H36NO32S8 in a non-equilibrium geometry from the Open Molecules 2025 dataset. Energies are from ωB97M-V/def2-TZVPD.

Properties
LUMO energy ... -1.871 eV
Kohn-Sham gap ... 10.8 eV

```
! RIJCOSX wB97M-V def2-TZVPD def2/J DEFGRID3
* xyz 1 1
O -3.755 2.389 -1.213
H -2.284 4.459 -1.793
H 5.518 3.440 -2.744
H -4.798 -3.500 -1.931
O -0.936 -1.734 2.234
H -3.367 1.461 -3.750
O -0.628 -3.906 -1.880
O 2.716 1.578 2.757
H 3.828 3.635 -2.286
C -3.962 -2.806 -1.968
S 2.248 0.628 3.697
O 1.356 4.436 2.729
H 2.671 -3.870 -3.087
H -2.264 2.135 2.625
O 4.128 -2.406 0.872
H 0.505 0.589 1.411
C 3.266 -4.018 -2.190
O 3.417 -2.788 -1.469
O -4.760 0.581 0.074
O 3.534 0.724 -0.190
O 3.217 -4.547 0.061
C -2.878 -4.790 2.628
O 5.614 -0.209 -1.072
H -1.979 4.732 -3.462
H -2.432 -5.712 2.998
O 1.296 3.347 0.549
C -3.375 -3.931 3.810
C 4.750 3.114 -2.044
H 0.935 0.776 -0.192
H -2.724 4.586 1.695
O -2.587 -2.738 3.824
H -4.374 -1.857 -1.633
H 4.273 -4.301 -2.504
H 3.185 -6.023 -1.318
O 1.874 -0.709 2.897
C -1.546 4.260 -2.575
H -3.433 -4.411 4.786
O 5.629 2.038 -0.143
C -0.191 4.880 -2.241
H -3.713 -1.818 -3.968
S 4.773 0.904 -0.863
H 4.368 3.605 0.067
O 1.204 0.996 4.579
O 1.735 -2.629 0.260
H -0.104 5.861 -2.695
H -3.305 -3.538 -3.927
O 3.492 -0.010 4.464
H -4.492 3.403 -2.851
O -2.003 -3.950 1.888
H 0.012 4.881 -1.172
O -1.974 -2.222 -3.087
C -3.334 -2.618 -3.339
C -1.853 3.964 1.510
O 4.515 1.709 -2.208
O -1.350 2.858 -2.612
H -3.736 -5.026 2.005
O -0.965 -1.663 -0.964
S -3.645 0.865 -0.748
H -4.410 -3.625 3.644
S -1.450 -2.770 -1.687
H 1.580 -1.891 4.505
H 1.167 -0.729 0.534
H -5.690 2.383 -2.048
C 2.295 -1.834 3.683
C 3.641 -1.422 4.220
C -1.555 2.957 2.579
H -0.358 -0.123 0.232
H 2.325 -2.764 3.127
O 0.250 2.007 -4.293
O -2.348 0.658 -0.227
H -1.972 3.473 0.537
C -4.635 2.466 -2.322
H 4.520 -1.603 3.604
O 0.725 3.975 -2.878
S 3.110 -2.969 0.084
O -2.876 -3.283 -1.185
S 0.186 2.494 -2.974
O 0.737 1.749 -1.912
N 0.595 0.117 0.515
H -1.443 3.388 3.576
H 5.908 4.130 -0.547
S 0.629 3.761 1.725
C -4.253 1.256 -3.146
O -0.327 -3.581 3.679
H -5.047 0.924 -3.810
C 5.191 3.314 -0.592
H 1.642 -5.100 -1.217
O -0.229 2.500 2.243
H 3.830 -1.929 5.167
S -1.314 -2.927 2.889
C 2.730 -5.047 -1.189
O -3.834 0.223 -2.224
O -0.631 4.714 1.410
*
```

Here are the Löwdin charges for atoms 1 to 4, given in e: O -0.206; H 0.121; H 0.131; H 0.142

Going through the records in order, we get relative energy (zero: lowest compared OMol25 entry of this formula, charge and spin) values of 0.00 128.28 0.00 kcal/mol.